Entry from the OMol25 dataset: a molecular structure, C6H14AuClF6N2PS at a distorted geometry (the ωB97M-V functional and the def2-TZVPD basis).

Output
ΔE to the lowest compared entry with this formula, charge and spin = 3.2 kcal/mol
Expectation value of S² = 0.756
DFT total energy = -2280.624356 hartree
HOMO-LUMO gap (alpha / beta) = 8.402 / 6.568 eV
Total charge = +2
2S+1 = 2
HOMO (alpha / beta) = -18.15 / -18.25 eV

Each line ends with the Löwdin charge.
Geometry (Å):
H  1.08814  -1.94050  1.39142  0.127
H  -3.50214  -1.03706  -1.26075  0.118
H  -0.91659  -3.18770  1.18455  0.114
Cl  0.48648  0.12361  -3.17042  0.221
F  5.14445  0.99004  -0.95661  0.014
H  1.25279  0.33683  1.47857  0.143
H  -1.98445  -1.84967  1.60327  0.096
F  1.96369  -1.30005  -0.64340  -0.433
H  -0.51444  1.43303  2.49261  0.157
H  -2.16615  0.54694  -2.45911  0.104
H  -1.90802  2.53383  0.62514  0.152
F  2.77472  1.11830  -1.10899  -0.231
F  3.81483  -0.43057  -2.31698  -0.061
H  0.10674  -1.40103  2.75640  0.157
C  -2.30432  0.72063  -1.39312  -0.207
C  -0.76438  0.93223  1.55623  -0.119
C  -2.68927  -0.57827  -0.69198  -0.347
N  -1.02622  1.33509  -0.91018  -0.194
C  0.18032  -1.40495  1.66588  -0.188
H  -3.03720  -0.43894  0.32833  0.089
C  -0.98688  1.97135  0.46264  -0.103
C  -1.05840  -2.10932  1.09221  -0.338
H  -0.77558  2.04931  -1.59887  0.133
F  4.67546  -1.31155  -0.46064  -0.029
H  -0.16143  2.68423  0.43992  0.146
P  3.97547  0.01558  -0.83568  0.314
S  -1.34975  -1.82274  -0.69082  1.127
F  3.59904  0.22667  0.69048  -0.109
H  -1.65853  0.34439  1.74348  0.110
H  -3.10595  1.45192  -1.26673  0.154
N  0.33831  -0.01047  1.17365  -0.146
Au  0.50921  0.00883  -0.92049  1.028